1.
An isolated ion of composition C4H10N3 and charge -1 at a distorted geometry. Source: OMol25; level of theory: the ωB97M-V functional and the def2-TZVPD basis.

```
17
Properties=species:S:1:pos:R:3:lowdin_charge:R:1
N -1.78637 0.85360 0.71290 -0.02
N 0.27248 -0.29823 -1.64560 -0.12
N -0.83379 0.56888 -1.50260 -0.17
C 1.52632 1.12934 -0.02470 -0.10
C 1.11600 -1.45858 0.34367 -0.11
C -1.75597 0.03934 -0.52516 -0.45
C 0.92562 -0.20620 -0.48056 -0.48
H 2.36053 1.36567 -0.69452 0.05
H -1.04424 0.60236 1.35575 0.03
H -2.77289 0.04259 -0.94901 0.07
H 1.57840 -2.23529 -0.29156 0.06
H 0.17869 -1.85891 0.72854 0.04
H -1.48421 -1.01291 -0.35269 0.07
H 1.87380 1.03626 1.01035 0.04
H -2.69846 0.86172 1.16305 0.02
H 1.78324 -1.32983 1.21020 0.05
H 0.76084 1.90020 -0.05807 0.04
```

Properties
Total energy   -322.5309 hartree
E_HOMO   -1.233 eV
Total charge   -1
Multiplicity   1
Energy relative to the best compared isomer or geometry (same formula, charge and spin)   61.8 kcal per mole
Strongest force on any atom   1.660 eV/Å
HOMO-LUMO gap   5.44 eV
LUMO level   4.21 eV

***

2.
A 2-piece molecular cluster, C4H10N3 overall at a distorted geometry. Source: OMol25; level of theory: the ωB97M-V functional and the def2-TZVPD basis.

```
17
Properties=species:S:1:pos:R:3:lowdin_charge:R:1
N 0.54150 1.77659 0.35457 0.04
N -0.07125 0.61518 -0.04380 0.01
N 0.23369 -1.54733 -0.46400 0.19
C -2.82883 -0.21062 0.14778 0.02
C 2.18074 -0.12751 0.30274 0.02
C 0.79440 -0.41727 -0.02956 -0.32
C -2.74720 -0.35964 -1.01860 0.05
H -2.77802 -0.11700 -2.00618 0.04
H 2.79726 -1.02668 0.29052 0.11
H 0.44913 2.51361 -0.30205 0.10
H -1.07670 0.41481 -0.10509 0.06
H 2.10777 0.40111 1.22877 0.10
H -2.79890 -0.32094 1.21486 0.07
H 0.32199 2.11433 1.29478 0.13
H -0.65221 -1.83852 -0.00229 0.14
H 0.89679 -2.33397 -0.41210 0.14
H 2.62985 0.46387 -0.45035 0.10
```

Properties
Total energy   -322.3174 hartree
E_HOMO   -14.412 eV
Total charge   +1
Multiplicity   1
Energy relative to the best compared isomer or geometry (same formula, charge and spin)   89.9 kcal per mole
Strongest force on any atom   3.827 eV/Å
HOMO-LUMO gap   10.82 eV
LUMO level   -3.59 eV

***

3.
C4H10N3 as an isolated structure at a distorted geometry. Source: OMol25; level of theory: the ωB97M-V functional and the def2-TZVPD basis.

```
17
Properties=species:S:1:pos:R:3:lowdin_charge:R:1
N 3.27580 -0.15902 -1.23217 0.15
N 1.08056 0.18708 -0.55771 -0.06
N -2.29090 -0.11528 -0.76820 0.16
C -1.53788 -0.07005 0.38276 -0.09
C 2.36649 0.19938 -0.35535 -0.18
C 0.22895 0.95445 0.21425 -0.01
C -2.28369 -0.38636 1.67175 -0.03
H 4.27731 -0.08518 -1.04704 0.13
H -2.04068 0.31274 -1.59011 0.08
H -1.84736 -1.38580 1.83317 0.11
H 2.82776 0.80784 0.37488 0.15
H 0.51790 1.00620 1.23153 0.02
H 0.68428 -0.35947 -1.39224 0.20
H -3.23955 -0.11289 -0.46891 0.10
H -2.07465 0.31494 2.51004 0.12
H -3.21205 -0.56636 1.34604 0.02
H 3.26772 -0.54222 -2.15269 0.12
```

Properties
Total energy   -322.2578 hartree
E_HOMO   -10.977 eV
Total charge   +1
Multiplicity   1
Energy relative to the best compared isomer or geometry (same formula, charge and spin)   127.3 kcal per mole
Strongest force on any atom   6.279 eV/Å
HOMO-LUMO gap   7.37 eV
LUMO level   -3.61 eV